(1)
Below is a molecular structure, C22H43AsN3PbSSb at a distorted geometry, with properties calculated with wB97M-V/def2-TZVPD.

Geometry (Å):
Pb 0.22320 0.88176 1.75873
C 4.59616 -1.14143 1.78354
N 3.36328 -0.93547 1.00221
C 3.09444 0.17998 0.32682
S 1.53527 0.18604 -0.52106
N 3.91368 1.22910 0.36342
C 3.63896 2.49088 -0.23998
H 4.54371 -2.19815 2.02205
H 4.66973 -0.52470 2.66119
H 5.49788 -0.97927 1.19245
H 2.76779 -1.71732 0.74375
H 4.83289 0.97327 0.69673
H 4.29864 3.24260 0.22253
H 2.59820 2.70422 -0.09963
H 3.74803 2.44171 -1.32425
C -1.61422 3.95301 -2.01287
C -0.31974 3.82916 -1.24635
Sb -0.24236 3.71560 0.87352
C -1.95804 4.71727 1.69274
C -2.09508 6.18985 1.38134
C 1.35694 5.09851 1.29200
C 1.56768 6.21767 0.29880
H -1.39191 3.80882 -3.07500
H -2.01742 4.89561 -1.80876
H -2.39433 3.24845 -1.60786
H 0.31178 4.66363 -1.50711
H 0.20191 2.93320 -1.55297
H -2.02068 4.50991 2.75159
H -2.84586 4.26044 1.23134
H -1.29747 6.77671 1.85259
H -3.03532 6.61487 1.90086
H -2.16798 6.39475 0.33268
H 2.24373 4.54023 1.40306
H 1.10261 5.49494 2.27206
H 2.31073 5.94572 -0.50903
H 1.94341 7.08956 0.80240
H 0.66880 6.58365 -0.20693
N 2.02086 -3.60736 0.08112
C 1.84008 -4.69905 -0.13895
C 1.68326 -6.16998 -0.37571
C 0.86843 -6.92192 0.42998
C 0.63089 -8.27519 0.12003
C 1.21468 -8.86429 -0.97513
C 2.00766 -8.09217 -1.81048
C 2.23092 -6.70993 -1.56306
H 0.33852 -6.53618 1.29230
H -0.10776 -8.75610 0.65399
H 1.03667 -9.94170 -1.20026
H 2.40665 -8.60311 -2.71683
H 2.90900 -6.15747 -2.15976
C -1.18001 -0.92719 -2.43477
C -2.24317 -0.16596 -1.66880
As -1.97816 -0.21236 0.30127
C -1.56918 -2.14536 0.63763
C -2.76579 -3.04318 0.41571
C -3.76416 0.20069 1.01429
C -4.92317 -0.58883 0.45093
H -1.50713 -0.83092 -3.46982
H -1.07073 -1.96220 -2.18225
H -0.22644 -0.41483 -2.38260
H -3.33080 -0.48051 -1.76656
H -2.20515 0.86488 -2.01307
H -1.09853 -2.15675 1.57273
H -0.79908 -2.29410 -0.12193
H -3.46056 -3.14512 1.22475
H -2.38530 -4.04458 0.32611
H -3.18890 -2.83103 -0.49756
H -3.76594 1.29374 0.80198
H -3.68453 0.14433 2.10675
H -5.01454 -0.34811 -0.64102
H -5.75378 -0.23117 0.98778
H -4.79388 -1.66178 0.55458

Force components x, y, z for each atom (eV/Å):
-0.1 -0.3 -0.4
-0.5 -0.8 -0.9
0.6 1.2 -0.3
-0.9 -0.3 0.2
0.5 0.6 0.6
-0.1 -2.0 0.5
0.5 0.6 -0.6
0.4 0.0 0.4
-0.3 0.2 0.5
0.0 -0.1 -0.2
0.1 -0.4 0.2
0.2 0.6 0.0
-0.4 -0.2 -0.4
-0.5 0.4 0.4
0.4 0.2 0.0
-0.4 -1.8 0.9
0.3 -0.2 -0.1
-0.2 0.5 0.0
-0.9 -0.3 -0.8
-0.8 1.2 2.1
-1.1 0.3 0.2
0.4 0.0 -1.5
-0.5 0.0 0.2
-0.7 1.6 -0.2
0.7 0.3 -0.8
0.4 0.3 0.0
0.3 -0.3 -0.1
0.2 -0.1 0.3
0.3 -0.4 0.2
0.1 0.0 -0.4
1.2 -0.8 -1.0
0.0 0.2 -0.6
1.0 -0.7 0.3
0.0 0.0 0.1
-0.8 0.2 0.9
0.4 0.3 0.3
-0.1 -0.3 0.1
0.4 2.9 0.6
-0.2 -4.5 -0.4
0.4 1.9 -1.3
-0.8 -1.4 0.4
0.9 2.0 -0.7
0.0 -0.7 -0.3
0.6 0.6 -1.0
-0.5 -2.2 1.3
0.2 0.3 -0.1
-1.2 -1.2 1.3
0.1 1.1 0.1
-0.1 0.8 0.8
0.3 0.5 -0.6
-0.8 0.7 -0.8
-1.0 0.1 1.0
0.0 -0.6 0.0
-0.7 1.7 -1.7
1.9 -1.1 1.5
1.4 0.9 0.3
1.2 0.4 -1.6
0.2 -0.4 -0.2
0.0 -0.5 0.1
0.2 -0.1 0.1
1.5 0.0 -0.3
-0.1 0.2 0.3
0.5 -0.4 1.5
0.1 -0.3 0.2
-0.5 0.6 0.4
0.3 -0.7 -0.2
-1.4 0.5 -1.9
-0.6 -0.6 0.0
0.0 -0.2 -0.2
-0.3 -0.3 1.0
-1.5 0.1 0.3
-0.2 0.2 0.2

The calculation puts the energy relative to the best compared isomer or geometry (same formula, charge and spin) at 0.575 eV. Its net charge is +2. The total energy comes out at -4094.8350 Ha. The HOMO energy is -13.5321 eV.

From a Mulliken analysis of the wavefunction, the atomic charges in e read:
1. Pb 0.305
2. C -1.095
3. N 0.137
4. C 0.006
5. S -0.139
6. N -0.079
7. C -0.326
8. H 0.366
9. H 0.352
10. H 0.376
11. H 0.335
12. H 0.195
13. H 0.395
14. H -0.324
15. H 0.313
16. C -1.343
17. C -0.607
18. Sb 0.774
19. C -0.698
20. C -1.074
21. C -0.846
22. C -1.165
23. H 0.386
24. H 0.459
25. H 0.192
26. H 0.507
27. H 0.409
28. H 0.571
29. H 0.271
30. H 0.281
31. H 0.351
32. H 0.266
33. H 0.529
34. H 0.544
35. H 0.307
36. H 0.382
37. H 0.301
38. N -0.527
39. C -0.051
40. C 0.653
41. C -0.437
42. C -0.503
43. C -0.363
44. C -0.418
45. C -0.511
46. H 0.394
47. H 0.439
48. H 0.344
49. H 0.342
50. H 0.453
51. C -1.320
52. C -0.293
53. As 0.371
54. C -0.319
55. C -1.703
56. C -0.482
57. C -1.043
58. H 0.428
59. H 0.338
60. H 0.230
61. H 0.395
62. H 0.227
63. H 0.608
64. H 0.237
65. H 0.372
66. H 0.443
67. H 0.443
68. H 0.282
69. H 0.448
70. H 0.294
71. H 0.428
72. H 0.184

=====

(2)
Below is 3 unconnected molecules or ions with the total composition C22H43IN3O8P2 at a distorted geometry, with properties calculated with wB97M-V/def2-TZVPD.

Geometry (Å):
N 2.11727 4.07598 0.19035
C 0.81398 3.40758 -0.30139
C 1.11832 1.80007 -0.28679
C 0.08762 0.86424 -1.13571
O -0.30382 1.01251 -2.40119
I -0.74566 -0.92732 -0.09644
P -0.53466 3.98386 0.94042
P -2.54786 3.44825 0.31282
O -2.75802 1.93536 -0.08928
O -3.21997 4.50923 -0.93967
O -3.59022 3.72152 1.72576
C 0.59731 4.03877 -1.83159
O -0.58713 4.20488 -2.42290
O 1.86091 4.37500 -2.56321
H 1.88471 4.58145 1.09087
H 2.81342 3.33796 0.46807
H 1.13418 1.47273 0.85983
H 2.20341 1.60487 -0.71131
H -0.23571 3.25160 2.17682
H -3.40112 3.86594 -1.71301
H -3.07414 3.29178 2.48800
C 3.75958 -2.51659 -5.50627
C 2.57261 -3.28739 -4.85878
C 2.02933 -4.36144 -5.84178
C 1.17959 -3.79287 -6.97580
C 0.08450 -2.88553 -6.43818
C 0.62655 -1.76785 -5.51003
N 1.52376 -2.30015 -4.43026
O 0.70864 -2.93077 -3.47253
C 1.38089 -0.71139 -6.36272
C -0.58571 -0.96200 -4.93384
C 3.22821 -4.04179 -3.65430
H 3.83936 -1.49651 -5.11010
H 4.72375 -2.99459 -5.29614
H 3.68669 -2.46202 -6.59428
H 1.41691 -5.08903 -5.29294
H 2.86304 -4.93184 -6.27314
H 1.81053 -3.25246 -7.68966
H 0.72708 -4.62004 -7.53745
H -0.45804 -2.44349 -7.28407
H -0.64602 -3.50039 -5.89654
H 1.84164 0.05499 -5.72821
H 0.69490 -0.19625 -7.04618
H 2.15707 -1.13412 -7.00021
H -1.29555 -1.59709 -4.39286
H -1.15575 -0.48307 -5.73921
H -0.24454 -0.17021 -4.25488
H 3.62414 -3.33941 -2.91285
H 4.06118 -4.67034 -3.99442
H 2.52923 -4.71949 -3.15063
C 0.60155 1.26265 5.95396
C -0.86025 1.71643 5.67201
C -1.69821 1.67259 6.98004
C -2.10587 0.26537 7.41001
C -2.76774 -0.48691 6.26654
C -1.90678 -0.50665 4.97703
N -1.43541 0.86182 4.57784
O -2.53573 1.54834 4.03258
C -0.69321 -1.45383 5.18274
C -2.72098 -1.21131 3.84060
C -0.71310 3.21881 5.25861
H 1.06074 0.81316 5.06458
H 1.24743 2.10459 6.23007
H 0.67306 0.55120 6.77905
H -2.61370 2.26534 6.85276
H -1.14138 2.14779 7.79895
H -1.23506 -0.28645 7.78006
H -2.80247 0.33378 8.25528
H -2.98199 -1.51298 6.59297
H -3.74150 -0.02431 6.05947
H -0.02239 -1.43319 4.31568
H -1.02307 -2.49186 5.31219
H -0.10449 -1.22710 6.07132
H -3.68454 -0.72671 3.64930
H -2.94876 -2.25017 4.10860
H -2.15191 -1.22957 2.90243
H -0.13884 3.32198 4.33156
H -0.19097 3.78854 6.03796
H -1.68087 3.71552 5.12355

Force components x, y, z for each atom (eV/Å):
-1.2 -1.0 1.9
1.4 -0.3 -1.3
0.0 -0.3 0.4
-1.9 1.4 -6.7
3.0 -0.7 8.9
0.6 1.0 -0.4
1.3 1.4 -0.2
-4.5 -4.3 -1.7
1.0 4.7 1.0
1.0 -3.1 2.0
3.3 -0.3 -1.3
1.4 1.9 -6.3
4.9 -1.1 4.1
-6.3 -2.2 4.5
0.5 -0.6 -1.3
-1.0 0.9 -0.4
-0.2 0.4 -2.6
-2.3 0.4 0.5
-0.7 -0.2 -1.2
0.8 1.2 1.7
-1.1 0.6 -1.4
0.1 0.3 -0.2
1.8 -0.4 -0.1
-0.3 0.1 0.0
0.1 -0.1 -0.1
0.1 -0.2 0.2
-0.8 1.7 -1.0
-3.2 -3.4 2.0
2.3 1.9 -2.2
0.3 -0.1 -0.1
0.4 -0.5 0.5
-0.8 0.1 0.2
-0.2 -0.2 -0.1
-0.3 -0.1 0.0
-0.1 0.1 0.1
0.1 0.2 0.1
0.0 0.2 0.2
0.0 0.0 0.1
0.1 0.1 0.1
0.1 0.2 0.3
0.1 0.2 0.1
-0.1 -0.2 0.0
-0.1 -0.2 0.3
0.0 0.0 0.1
0.3 0.0 0.0
0.4 -0.2 -0.1
-0.1 -0.3 -0.2
-0.1 0.0 -0.1
-0.2 0.3 -0.3
0.0 0.4 -0.1
0.2 -0.3 0.0
1.6 1.0 0.6
-0.3 -0.2 -0.2
0.1 0.1 0.1
0.0 0.3 -0.1
0.1 -2.1 -0.3
-4.6 2.3 -0.2
3.2 -1.8 1.0
0.3 0.1 0.2
-0.1 0.8 -0.1
-0.7 -0.3 -0.3
-0.2 0.0 0.2
-0.4 0.0 0.0
0.0 -0.1 -0.1
0.1 0.0 -0.2
0.1 0.0 -0.3
0.0 0.0 -0.1
0.1 0.0 -0.1
0.1 0.1 -0.3
0.2 0.0 -0.2
-0.2 0.1 0.1
-0.2 0.3 -0.1
0.0 0.1 -0.1
0.3 0.1 0.0
0.3 0.2 0.2
-0.1 0.1 0.2
-0.1 -0.1 0.2
0.0 -0.4 0.0
0.1 -0.3 -0.1

Its expectation value of S² is 2.010. Its net charge is -1. The total energy comes out at -2610.4581 Ha. The HOMO energy (spin up / spin down) is -4.3614 / -4.3614 eV. The multiplicity is 3.

From a Mulliken analysis of the wavefunction, the atomic charges in e read:
1. N -0.645
2. C 0.990
3. C -0.624
4. C 0.091
5. O -0.507
6. I -0.080
7. P -0.169
8. P 1.055
9. O -0.627
10. O -0.533
11. O -0.599
12. C 0.028
13. O -0.558
14. O -0.741
15. H 0.305
16. H 0.261
17. H 0.272
18. H 0.385
19. H -0.082
20. H 0.337
21. H 0.328
22. C -1.794
23. C 1.855
24. C -1.220
25. C -0.518
26. C -1.255
27. C 1.630
28. N 0.313
29. O -0.473
30. C -1.680
31. C -1.635
32. C -1.862
33. H 0.344
34. H 0.480
35. H 0.319
36. H 0.400
37. H 0.315
38. H 0.297
39. H 0.378
40. H 0.369
41. H 0.363
42. H 0.343
43. H 0.446
44. H 0.324
45. H 0.350
46. H 0.387
47. H 0.371
48. H 0.443
49. H 0.446
50. H 0.343
51. C -1.829
52. C 1.859
53. C -1.314
54. C -0.470
55. C -1.194
56. C 1.490
57. N 0.394
58. O -0.458
59. C -1.674
60. C -1.672
61. C -1.754
62. H 0.300
63. H 0.492
64. H 0.336
65. H 0.402
66. H 0.320
67. H 0.297
68. H 0.381
69. H 0.364
70. H 0.370
71. H 0.357
72. H 0.443
73. H 0.301
74. H 0.370
75. H 0.428
76. H 0.247
77. H 0.413
78. H 0.494
79. H 0.342

=====

(3)
Below is a molecular structure, C22H43N6O3PSeSr at a distorted geometry, with properties calculated with wB97M-V/def2-TZVPD.

Geometry (Å):
Sr 0.13131 -0.68773 -1.06948
C 3.46298 1.07158 -0.68959
C 3.69153 0.69726 0.76291
O 2.69393 -0.25295 1.15781
C 2.29373 -0.11385 2.53169
C 0.85254 -0.54311 2.63573
H 3.99004 1.98635 -0.95397
H 2.39241 1.18920 -0.84063
H 3.82285 0.27826 -1.34737
H 3.64216 1.57955 1.40280
H 4.67998 0.24723 0.88089
H 2.41260 0.92539 2.84602
H 2.93162 -0.74292 3.15637
H 0.27616 0.03183 1.90955
H 0.46189 -0.42160 3.64432
H 0.77366 -1.59304 2.34987
Se -1.06319 -3.40342 -0.36218
N -1.19721 -1.87385 0.61949
C -2.38223 -1.99052 1.21494
C -2.92663 -0.99023 2.08988
C -4.18152 -1.16031 2.55548
C -4.98967 -2.30571 2.20780
C -4.53189 -3.27909 1.39659
C -3.19855 -3.16170 0.87317
N -2.66282 -4.03823 0.03573
H -2.32816 -0.12328 2.32261
H -4.60974 -0.41435 3.21251
H -5.98928 -2.37667 2.61492
H -5.12891 -4.13980 1.13082
C 2.74549 -1.40884 -3.74810
N 1.57159 -1.37631 -2.83372
C 1.35052 -2.61591 -1.99376
P 0.03606 -0.89059 -3.57303
O -0.10891 0.55087 -3.15987
N -1.15246 -1.73378 -2.50818
C -2.41224 -0.89010 -2.34510
C -1.57424 -2.99057 -3.21690
N -0.02142 -1.19474 -5.15781
C 0.44267 -2.46858 -5.74240
C -1.07823 -0.49806 -5.93203
H 2.90403 -2.41157 -4.14210
H 3.62951 -1.10928 -3.19056
H 2.59198 -0.71565 -4.57100
H 1.29247 -3.54267 -2.56706
H 0.31983 -2.42075 -1.66677
H 2.10916 -2.81189 -1.22637
H -2.99398 -0.96069 -3.26500
H -2.24906 0.18041 -2.15050
H -3.02552 -1.33540 -1.56238
H -0.79688 -3.75040 -3.19565
H -1.84641 -2.77188 -4.24868
H -2.45083 -3.40901 -2.72928
H -0.37481 -2.95728 -6.27077
H 0.79770 -3.15395 -4.97427
H 1.26217 -2.28671 -6.43605
H -1.36759 0.41457 -5.41610
H -1.95441 -1.13686 -6.05360
H -0.68457 -0.23321 -6.91109
O -1.56706 1.20143 0.21123
C -1.42522 2.43518 0.19454
C -1.64261 3.25345 1.43199
C -0.25881 3.47350 2.12073
C 0.95741 3.39064 1.18407
C 0.96348 4.42915 0.05233
C -0.35188 4.43047 -0.74292
N -0.92893 3.08749 -0.88266
H -2.30866 2.69733 2.08697
H -2.10183 4.21215 1.20582
H -0.13804 2.71515 2.89499
H -0.26823 4.45177 2.60121
H 1.02533 2.38624 0.75844
H 1.84709 3.55628 1.79453
H 1.78880 4.19610 -0.62444
H 1.12226 5.42436 0.46856
H -0.21239 4.83171 -1.74443
H -1.08003 5.06505 -0.24660
H -0.48226 2.47473 -1.55361

Force components x, y, z for each atom (eV/Å):
1.1 7.4 8.2
0.3 -0.4 0.2
0.2 -0.3 -0.2
-0.4 0.5 -0.1
0.1 -0.3 0.0
0.3 -0.2 -0.3
-0.1 0.0 0.0
-0.2 0.4 -0.2
-0.1 0.0 0.0
-0.1 0.0 0.0
0.0 0.1 0.1
0.0 0.0 0.0
0.1 0.1 0.0
-0.3 0.2 0.2
-0.1 0.1 0.0
-0.1 0.0 0.2
-0.5 -1.9 2.0
-1.0 -1.8 0.1
-0.3 0.5 0.1
0.2 -0.2 -0.2
-0.2 -0.1 0.1
0.0 0.2 0.1
0.2 -0.1 0.0
0.0 0.1 0.0
0.2 0.8 0.4
0.0 0.0 0.0
0.0 0.0 0.0
0.0 0.0 0.0
0.0 0.0 0.0
-0.1 0.0 0.3
-1.1 -2.0 -1.3
0.8 -0.3 -1.5
0.6 1.5 -1.5
-0.1 -0.9 -0.7
-1.9 -0.4 -4.8
-0.2 -0.1 -0.4
-0.2 0.2 0.1
-0.4 -0.4 0.2
0.2 0.1 0.1
0.2 0.1 0.0
0.0 0.0 -0.1
0.0 0.0 0.0
0.0 0.1 0.0
0.1 0.0 -0.2
1.7 -3.1 -0.5
-0.2 0.6 0.1
0.0 0.1 -0.1
0.3 -0.5 0.1
0.2 0.0 0.2
0.1 0.1 0.0
0.0 0.0 0.0
0.0 0.1 0.1
0.0 0.0 0.0
0.0 0.0 0.0
-0.1 0.0 -0.1
0.0 0.0 0.0
0.0 -0.1 0.0
0.0 0.0 0.0
0.4 -0.4 -0.6
0.4 0.2 0.0
0.1 -0.1 0.1
0.0 -0.1 -0.3
-0.2 0.5 0.2
-0.2 -0.4 0.0
0.0 0.0 -0.1
0.2 -0.2 0.5
0.0 0.1 0.0
-0.1 -0.1 0.0
0.0 0.1 0.1
0.0 -0.1 0.1
0.1 -0.1 0.1
0.1 -0.2 -0.1
0.1 0.1 0.1
0.1 0.0 -0.1
0.0 0.0 0.0
-0.1 0.0 -0.1
-0.2 0.1 -0.3

The calculation puts the energy relative to the best compared isomer or geometry (same formula, charge and spin) at 3.402 eV. Its net charge is +2. The total energy comes out at -4191.3202 Ha. The HOMO energy is -14.1391 eV.

From a Mulliken analysis of the wavefunction, the atomic charges in e read:
1. Sr 1.846
2. C -0.496
3. C -0.461
4. O -0.225
5. C -0.464
6. C -0.653
7. H 0.437
8. H -0.080
9. H 0.047
10. H 0.354
11. H 0.460
12. H 0.355
13. H 0.379
14. H -0.159
15. H 0.428
16. H 0.277
17. Se 0.496
18. N -0.352
19. C 0.696
20. C -0.357
21. C -0.692
22. C -0.580
23. C -0.815
24. C 0.854
25. N -0.712
26. H 0.354
27. H 0.447
28. H 0.407
29. H 0.485
30. C -1.123
31. N 0.199
32. C 1.250
33. P 0.159
34. O -0.795
35. N -0.101
36. C -0.786
37. C -1.466
38. N 0.225
39. C -1.030
40. C -0.982
41. H 0.359
42. H 0.317
43. H 0.429
44. H 0.323
45. H -2.358
46. H 0.276
47. H 0.503
48. H 0.363
49. H 0.346
50. H 0.364
51. H 0.359
52. H 0.633
53. H 0.384
54. H 0.324
55. H 0.343
56. H 0.322
57. H 0.338
58. H 0.399
59. O -0.181
60. C 0.220
61. C -1.091
62. C -0.747
63. C 0.509
64. C -0.782
65. C -0.910
66. N 0.033
67. H 0.370
68. H 0.365
69. H 0.309
70. H 0.416
71. H -0.548
72. H 0.551
73. H 0.310
74. H 0.428
75. H 0.436
76. H 0.299
77. H 0.165

=====

Which formula does entry 3 have?
C22H43N6O3PSeSr

=====

Which formula does entry 2 have?
C22H43IN3O8P2